Entry 1:
# C19H45BiI2NOP3

A molecular structure, C19H45BiI2NOP3 (ωB97M-V with the def2-TZVPD basis set, the Open Molecules 2025 dataset).

Calculated values
Total charge = +2
Gap between HOMO and LUMO (spin up / spin down) = 4.9 / 4.7 eV
Highest occupied orbital energy (spin up / spin down) = -12.75 / -12.69 eV
Calculated total energy = -2714.08757 Eh
E_LUMO (spin up / spin down) = -7.89 / -8.00 eV

Last column: Löwdin charge in e.
Element x y z (Å)
I -2.808 0.000 -0.163  0.34
I 2.789 -0.016 0.446  0.99
Bi -0.001 -0.024 -0.313  0.68
P 0.032 -2.498 -0.239  0.47
C -0.170 -3.265 1.351  -0.24
C -1.268 -3.038 -1.307  -0.29
H -1.056 -4.099 -1.528  0.08
H 1.394 -4.106 -1.219  0.08
H -1.278 -2.462 -2.241  0.06
H 1.783 -2.472 -1.867  0.06
H -1.130 -2.989 1.814  0.07
H -2.254 -2.947 -0.829  0.03
C 1.547 -3.043 -0.957  -0.30
H -0.151 -4.362 1.188  0.08
H 2.390 -2.950 -0.257  0.02
H 0.648 -2.993 2.038  0.04
P 0.018 2.473 -0.239  0.53
C -0.240 3.326 1.313  -0.25
C 1.524 3.053 -0.969  -0.25
H -1.302 2.438 -2.247  0.05
H -1.083 4.081 -1.550  0.07
H -2.276 2.933 -0.838  0.02
C -1.300 3.024 -1.325  -0.28
H 1.760 2.489 -1.880  0.06
H 1.362 4.117 -1.223  0.08
H -0.198 4.359 1.174  0.05
H 0.611 3.029 2.035  0.01
H 2.368 2.965 -0.270  0.02
H -1.153 2.988 1.792  0.05
C -0.244 0.010 1.922  -0.40
O -0.390 -0.002 3.142  -0.18
C 4.105 1.899 4.866  -0.10
C 3.589 1.533 3.472  -0.61
C 4.077 2.627 2.516  -0.11
C 4.233 0.148 3.129  -0.21
P 1.557 1.443 3.418  1.32
N 1.058 1.332 1.481  -0.64
C 1.206 -0.068 4.996  -0.46
C 1.728 0.513 6.315  -0.11
C -0.227 -0.590 5.302  -0.11
C 1.969 -1.360 4.739  -0.10
C 0.159 2.853 4.358  -0.44
C 0.108 2.916 5.892  -0.12
C 0.559 4.331 4.065  -0.10
C -1.337 2.483 4.050  -0.09
H 5.206 2.012 4.807  0.12
H 3.995 1.082 5.580  0.07
H 3.690 2.832 5.252  0.09
H 5.178 2.618 2.548  0.11
H 3.781 2.433 1.484  0.00
H 3.722 3.611 2.826  0.09
H 4.807 -0.261 3.963  0.09
H 3.498 -0.613 2.896  -0.04
H 4.936 0.227 2.293  0.05
H 2.107 1.539 6.257  0.04
H 0.967 0.528 7.101  0.09
H 2.520 -0.100 6.766  0.10
H -0.650 -1.333 4.667  0.07
H -0.190 -1.129 6.290  0.12
H -0.986 0.197 5.492  0.08
H 1.702 -1.863 3.804  0.07
H 3.060 -1.257 4.844  0.07
H 1.723 -2.060 5.560  0.11
H 1.021 3.277 6.389  0.10
H -0.659 3.648 6.169  0.11
H -0.272 2.016 6.377  0.07
H 0.667 4.732 3.040  0.07
H -0.228 4.970 4.490  0.10
H 1.503 4.580 4.548  0.08
H -1.601 1.819 3.229  0.05
H -1.846 1.957 4.872  0.09
H -1.921 3.419 3.964  0.12

=====

Entry 2:
# C19H45Br9N3O6P3Si

5 unconnected molecules or ions with the total composition C19H45Br9N3O6P3Si (ωB97M-V with the def2-TZVPD basis set, the Open Molecules 2025 dataset).

Calculated values
Total charge = 0
Gap between HOMO and LUMO = 9.2 eV
Highest occupied orbital energy = -9.31 eV
Structure (SMILES) = [H]/N=C(/N)NCCCC[Si@@](Br)(CCP(=O)(OCC)OCC)PP(=O)(O)O.BrCCBr.BrCCBr.BrCCBr.BrCCBr
Calculated total energy = -25846.57590 Eh
E_LUMO = -0.08 eV

Last column: Löwdin charge in e.
Element x y z (Å)
C -0.231 0.778 4.445  -0.08
C 1.055 -0.019 4.470  -0.26
O 0.993 -1.284 3.788  -0.18
P 0.666 -1.333 2.235  0.47
O -0.784 -1.374 1.972  -0.25
C 1.459 0.061 1.436  -0.27
C 1.166 0.129 -0.076  -0.31
Si 0.117 1.584 -0.669  0.02
Br -0.170 3.135 0.886  0.45
C -1.477 1.002 -1.433  -0.34
C -2.336 0.076 -0.539  -0.24
C -2.981 0.782 0.654  -0.19
C -4.495 0.557 0.790  -0.17
N -4.952 -0.795 0.332  -0.01
C -6.034 -0.697 -0.567  -0.71
N -5.906 -0.492 -1.808  0.14
N -7.386 -0.712 -0.044  -0.02
P 1.135 2.668 -2.380  0.64
P 3.179 2.923 -1.752  0.15
O 3.268 3.671 -0.504  -0.31
O 3.934 1.498 -1.687  -0.20
O 3.919 3.734 -2.921  -0.17
O 1.440 -2.648 1.800  -0.19
C 0.946 -3.386 0.670  -0.27
C 2.129 -3.768 -0.199  -0.08
H -0.034 1.733 4.932  0.08
H -0.570 1.016 3.438  0.04
H -1.035 0.262 4.961  0.09
H 1.898 0.570 4.110  0.11
H 1.273 -0.271 5.505  0.12
H 2.533 -0.112 1.557  0.08
H 1.246 0.982 1.972  0.03
H 2.121 0.209 -0.588  0.04
H 0.694 -0.772 -0.469  0.06
H -2.062 1.825 -1.839  0.01
H -1.142 0.382 -2.274  0.08
H -3.092 -0.353 -1.192  0.08
H -1.698 -0.748 -0.224  0.08
H -2.844 1.854 0.517  0.07
H -2.484 0.460 1.567  0.09
H -5.026 1.322 0.224  0.08
H -4.777 0.700 1.833  0.12
H -5.339 -1.247 1.153  0.07
H -4.918 -0.471 -2.054  0.04
H -7.907 -1.254 -0.722  0.03
H -7.725 0.237 -0.203  0.05
H 1.138 1.756 -3.458  -0.12
H 3.489 0.878 -2.281  0.06
H 3.790 3.302 -3.777  0.07
H 0.206 -2.831 0.099  0.09
H 0.450 -4.295 1.007  0.12
H 2.680 -2.864 -0.461  0.02
H 1.816 -4.308 -1.087  0.08
H 2.819 -4.360 0.401  0.08
Br 5.213 -1.819 0.652  0.66
C 6.266 -0.236 0.222  -0.68
C 7.473 -0.571 -0.610  -0.70
Br 8.885 -1.389 0.446  0.62
H 6.527 0.229 1.166  0.05
H 5.595 0.416 -0.331  0.03
H 7.911 0.337 -1.020  0.00
H 7.246 -1.262 -1.415  0.05
Br -4.805 -5.954 -1.960  0.61
C -6.390 -6.061 -0.840  -0.70
C -7.249 -4.831 -0.970  -0.65
Br -6.508 -3.303 -0.018  0.89
H -6.046 -6.219 0.176  0.05
H -6.930 -6.940 -1.185  0.06
H -8.224 -5.004 -0.520  0.06
H -7.374 -4.519 -2.002  0.05
Br -7.354 3.499 -0.629  0.62
C -7.171 3.765 -2.549  -0.69
C -6.368 2.670 -3.198  -0.68
Br -4.469 2.865 -2.836  0.66
H -6.726 4.745 -2.682  0.05
H -8.186 3.769 -2.938  0.06
H -6.467 2.724 -4.280  0.06
H -6.642 1.676 -2.853  0.02
Br 13.187 2.551 1.107  0.61
C 11.399 3.246 1.415  -0.70
C 10.336 2.268 0.993  -0.70
Br 10.136 2.207 -0.940  0.63
H 11.333 4.188 0.881  0.05
H 11.338 3.429 2.485  0.06
H 9.366 2.577 1.375  0.06
H 10.546 1.253 1.314  0.03

=====

Entry 3:
# C19H45N6O10S2

A molecular structure, C19H45N6O10S2 (ωB97M-V with the def2-TZVPD basis set, the Open Molecules 2025 dataset).

Calculated values
Total charge = -1
Gap between HOMO and LUMO = 7.6 eV
ΔE to the lowest compared entry with this formula, charge and spin = 90.2 kJ/mol
Highest occupied orbital energy = -5.72 eV
Calculated total energy = -2628.26377 Eh
E_LUMO = 1.84 eV

Last column: Löwdin charge in e.
Element x y z (Å)
C 2.620 -2.485 1.437  -0.12
O 2.331 -1.328 0.678  -0.18
C 0.908 -1.198 0.570  -0.24
C 0.502 -0.153 -0.488  -0.17
C 0.312 1.301 0.020  -0.23
S -1.081 1.603 1.181  0.60
O -1.985 2.572 0.512  -0.38
O -0.467 2.275 2.377  -0.41
N -1.811 0.212 1.767  -0.34
S -3.384 0.029 1.213  0.61
O -3.569 0.144 -0.260  -0.38
O -4.275 0.920 2.017  -0.39
C -3.921 -1.671 1.668  -0.18
C -3.120 -2.776 0.926  -0.40
O -1.736 -2.508 1.019  -0.09
C -3.622 -3.057 -0.536  -0.22
N -2.556 -3.264 -1.517  0.01
H 2.069 -3.373 1.071  0.08
H 3.692 -2.712 1.345  0.09
H 2.346 -2.355 2.499  0.08
H 0.492 -1.027 1.570  0.09
H 0.518 -2.181 0.220  0.11
H -0.385 -0.519 -1.025  0.10
H 1.339 -0.117 -1.209  0.11
H 0.078 1.906 -0.871  0.09
H 1.245 1.715 0.420  0.09
H -3.728 -1.800 2.747  0.10
H -5.010 -1.749 1.534  0.11
H -3.274 -3.711 1.500  0.13
H -1.547 -1.858 0.337  0.03
H -4.195 -4.004 -0.503  0.10
H -4.296 -2.276 -0.913  0.10
H -1.812 -3.832 -1.139  0.06
H -2.204 -2.385 -1.866  0.06
C 2.786 3.136 -1.481  -0.35
O 2.708 1.955 -1.750  0.01
N 2.438 4.142 -2.314  -0.19
C 2.554 5.536 -1.932  -0.05
C 1.931 3.812 -3.631  -0.04
H 3.155 3.489 -0.506  0.14
H 1.570 6.006 -1.975  0.09
H 3.227 6.044 -2.626  0.08
H 2.947 5.628 -0.921  0.08
H 1.032 3.201 -3.534  0.09
H 2.682 3.239 -4.179  0.09
H 1.696 4.723 -4.178  0.07
C 0.439 -1.904 6.406  -0.37
O 0.362 -3.096 6.169  -0.01
N 0.145 -0.918 5.536  -0.19
C 0.260 0.483 5.892  -0.05
C -0.303 -1.264 4.198  -0.04
H 0.767 -1.527 7.389  0.12
H -0.714 0.965 5.789  0.10
H 0.972 0.971 5.224  0.09
H 0.604 0.591 6.921  0.08
H -1.214 -1.861 4.262  0.09
H 0.463 -1.856 3.703  0.07
H -0.501 -0.363 3.623  0.05
C 1.217 7.108 -5.851  -0.36
O 1.893 7.525 -4.934  0.01
N 1.701 6.718 -7.053  -0.20
C 0.836 6.227 -8.107  -0.06
C 3.131 6.797 -7.289  -0.04
H 0.123 7.009 -5.772  0.13
H 1.125 5.208 -8.370  0.09
H 0.932 6.868 -8.986  0.09
H -0.203 6.227 -7.781  0.08
H 3.656 6.178 -6.558  0.09
H 3.464 7.829 -7.170  0.09
H 3.364 6.451 -8.293  0.08
C -0.307 -5.874 1.674  -0.35
O 0.396 -6.239 0.754  0.01
N -0.916 -6.699 2.558  -0.20
C -1.742 -6.190 3.635  -0.05
C -0.732 -8.131 2.421  -0.05
H -0.512 -4.809 1.866  0.12
H -1.325 -6.504 4.594  0.09
H -2.756 -6.586 3.534  0.09
H -1.781 -5.102 3.605  0.08
H 0.330 -8.372 2.495  0.09
H -1.091 -8.453 1.441  0.09
H -1.280 -8.656 3.201  0.08

=====

Entry 4:
# C19H45N7O19P

7 unconnected molecules or ions with the total composition C19H45N7O19P (ωB97M-V with the def2-TZVPD basis set, the Open Molecules 2025 dataset).

Calculated values
Spin multiplicity = 2
Total charge = 0
Gap between HOMO and LUMO (spin up / spin down) = 8.2 / 9.0 eV
Highest occupied orbital energy (spin up / spin down) = -8.77 / -9.64 eV
Calculated total energy = -2904.30661 Eh
E_LUMO (spin up / spin down) = -0.60 / -0.60 eV

Last column: Löwdin spin population.
Element x y z (Å)
C -0.800 2.698 -0.555  0.02
C -2.080 1.809 -1.164  0.02
C -3.428 2.617 -0.584  0.00
C -2.143 0.326 -0.481  0.00
C -1.433 -0.883 -1.319  0.00
C 0.063 -1.318 -0.789  0.00
O 0.180 -1.464 0.672  0.00
C 1.483 -0.999 1.174  0.00
O 2.453 -2.101 0.868  0.00
C 2.231 -3.244 1.788  0.00
C 1.706 -4.613 1.034  0.00
O 0.308 -4.876 1.476  0.00
P -2.533 -2.478 -1.115  0.00
O -2.184 -3.312 0.181  0.00
O -2.243 -3.561 -2.488  0.00
O -4.241 -2.141 -1.123  0.00
C -1.319 -0.636 -2.933  0.00
C -1.281 0.932 -3.402  0.02
C -1.822 0.933 -4.986  0.00
C 0.292 1.440 -3.501  0.02
N -2.201 1.862 -2.661  0.33
O -2.145 3.131 -3.146  0.57
H 0.213 2.131 -0.702  0.00
H -1.017 2.790 0.603  0.00
H -0.792 3.802 -1.006  0.00
H -4.322 2.256 -1.286  0.00
H -3.253 3.774 -0.754  0.00
H -3.620 2.338 0.538  0.00
H -1.618 0.426 0.586  0.00
H -3.290 0.119 -0.227  0.00
H 0.262 -2.404 -1.242  0.00
H 0.920 -0.639 -1.267  0.00
H 1.772 0.008 0.632  0.00
H 1.461 -0.780 2.344  0.00
H 1.463 -3.003 2.658  0.00
H 3.292 -3.489 2.272  0.00
H 1.789 -4.486 -0.138  0.00
H 2.433 -5.483 1.406  0.00
H 0.020 -5.811 1.187  0.00
H -1.298 -3.898 -2.460  0.00
H -4.612 -2.068 -2.051  0.00
H -0.351 -1.212 -3.304  0.00
H -2.241 -1.140 -3.474  0.00
H -2.967 0.691 -4.978  0.00
H -1.209 0.095 -5.567  0.00
H -1.608 1.988 -5.498  0.00
H 0.390 2.598 -3.716  0.00
H 0.781 0.874 -4.419  0.00
H 0.898 1.143 -2.521  0.00
C -1.475 -3.134 4.344  0.00
N -1.085 -1.869 5.023  0.00
O -0.152 -1.225 4.527  0.00
O -1.725 -1.558 6.034  0.00
H -0.831 -3.282 3.474  0.00
H -1.347 -3.946 5.062  0.00
H -2.519 -3.035 4.038  0.00
C 1.495 0.360 7.108  0.00
N 2.685 1.172 7.478  0.00
O 3.780 0.806 7.034  0.00
O 2.487 2.154 8.204  0.00
H 1.815 -0.467 6.471  0.00
H 1.052 -0.015 8.033  0.00
H 0.803 1.014 6.573  0.00
C -6.192 3.629 3.629  0.00
N -5.134 3.001 2.793  0.00
O -5.498 2.409 1.770  0.00
O -3.968 3.121 3.187  0.00
H -7.164 3.446 3.166  0.00
H -6.145 3.171 4.619  0.00
H -5.983 4.700 3.676  0.00
C 6.340 2.564 5.675  0.00
N 7.509 2.598 4.755  0.00
O 7.644 1.647 3.977  0.00
O 8.258 3.578 4.841  0.00
H 5.771 1.650 5.491  0.00
H 6.724 2.580 6.697  0.00
H 5.731 3.446 5.467  0.00
C 2.157 -3.789 -5.410  0.00
N 1.860 -2.437 -4.865  0.00
O 1.237 -1.657 -5.595  0.00
O 2.261 -2.197 -3.720  0.00
H 1.748 -3.861 -6.420  0.00
H 3.243 -3.908 -5.424  0.00
H 1.686 -4.521 -4.751  0.00
C 2.073 2.407 -7.284  0.00
N 0.793 3.145 -7.460  0.00
O 0.753 4.008 -8.345  0.00
O -0.136 2.838 -6.704  0.00
H 2.797 2.779 -8.012  0.00
H 2.421 2.589 -6.266  0.00
H 1.868 1.348 -7.451  0.00

=====

- Which value of total charge does entry 1 give?
  +2

=====

- Which value of calculated total energy does entry 3 give?
  -2628.26377 Eh